No. 1
C44H42HgN3O3P2 | wB97M-V/def2-TZVPD

Structure (ORCA input):
```
! RIJCOSX wB97M-V def2-TZVPD def2/J DEFGRID3
* xyz -2 2
C -4.589 2.555 1.350
H -3.754 -1.201 4.822
C 4.617 2.394 -4.308
H 2.919 -4.324 -1.170
C 2.609 1.361 -2.604
C 1.049 -3.009 -3.708
O -1.828 -0.102 2.286
C -2.282 3.528 -3.576
C 3.713 2.080 -2.083
H 1.633 0.725 -4.420
C -1.621 3.416 -1.267
C 2.798 2.869 2.158
C -1.862 2.064 -1.255
C -2.789 -1.019 4.310
H 5.390 2.775 -4.981
C 2.425 -3.538 -1.760
H -3.271 -2.396 1.839
H 1.717 -4.995 -3.171
C 1.743 -3.940 -2.920
C 3.614 -2.605 2.778
C 2.631 -3.527 3.190
C -2.518 2.149 -3.543
C 3.195 -1.303 2.465
C 3.628 3.686 2.949
C -3.144 -0.773 -3.451
C -3.256 -2.147 -3.425
H 0.538 -3.847 3.685
H -3.589 -0.198 -4.284
H 3.083 0.601 0.133
H -4.739 -1.851 2.612
C 1.064 -1.690 -3.333
C 3.459 1.789 -4.844
C 4.712 2.557 -2.926
C -3.600 3.624 1.919
C 0.878 -1.907 2.853
C 1.300 -3.167 3.277
C 2.227 1.545 4.108
H 5.615 3.063 -2.520
Hg -1.740 1.159 0.605
H 3.807 2.209 -1.013
H -2.188 2.509 3.007
C 1.654 -1.248 -2.115
C -2.071 -2.102 -1.257
H 4.641 -2.916 2.754
C -3.041 -0.494 2.912
H -0.167 -1.627 2.868
C -1.498 -2.825 -0.187
H 3.903 -0.522 2.268
H -2.448 4.046 -4.510
H 0.521 -3.350 -4.621
H -3.072 -4.867 -3.069
H -2.262 -1.984 4.238
H -1.600 3.903 2.266
H -4.248 -1.057 1.163
N 2.066 0.495 0.059
P 1.287 0.554 1.641
O -4.136 1.473 0.924
H 4.503 3.936 4.870
H -4.113 4.118 2.771
C 1.834 -0.987 2.347
C 3.052 2.356 4.882
H -1.099 -2.249 0.673
C 2.397 -2.185 -1.387
O -5.750 2.941 1.354
C 3.809 3.355 4.273
H -3.709 0.407 3.025
C 2.132 1.757 2.702
H 1.754 0.672 4.532
H 3.023 -1.861 -0.562
H -3.790 -2.699 -4.209
H 4.130 4.555 2.509
H -2.126 -0.375 4.919
H 3.297 1.803 -5.918
C 2.505 1.243 -4.003
C -2.252 1.381 -2.395
C -2.678 -2.881 -2.336
H -3.539 4.408 1.145
H -1.261 3.930 -0.349
N -1.974 -0.762 -1.333
P 1.450 0.484 -1.567
C -1.981 -4.972 -1.229
C -2.610 -4.312 -2.278
C -2.467 -0.095 -2.377
C -1.469 -4.205 -0.173
H -2.891 1.643 -4.419
C -1.823 4.151 -2.430
H 3.174 2.148 5.937
H -1.110 -4.709 0.717
H 2.622 3.108 1.091
C -3.852 -1.502 2.078
H -1.608 5.225 -2.403
N -2.274 3.134 2.215
H -1.889 -6.051 -1.232
H 0.557 -0.940 -3.956
H 2.907 -4.565 3.402
*
```

The value obtained for the energy above the lowest of the compared OMol25 structures with the same formula, charge and spin is 1.7 kcal/mol. The value obtained for the gap between HOMO and LUMO (alpha / beta) is 2.5 / 5.6 eV. The LUMO energy (alpha / beta) comes out at 3.87 / 3.87 eV. The total energy is -2927.9807 a.u. The HOMO energy (alpha / beta) comes out at 1.383 / -1.747 eV.

***

No. 2
C44H42N2O2PRuTe | wB97M-V/def2-TZVPD

Structure (ORCA input):
```
! RIJCOSX wB97M-V def2-TZVPD def2/J DEFGRID3
* xyz 0 6
H 6.524 0.495 1.997
H 2.010 2.970 -4.299
H 5.368 -0.681 3.822
H 3.618 2.160 -3.258
C 2.688 -5.642 -0.315
H 2.790 1.080 -0.009
C 4.720 0.840 0.859
O -0.570 3.052 0.758
C 4.917 0.479 -3.320
Te -2.384 0.704 1.119
C 0.478 -6.854 -0.460
H -0.821 -2.297 -5.484
H 3.227 -5.052 0.427
H -0.948 -5.398 0.276
H -2.427 -0.719 -6.500
H 0.841 -1.812 4.740
H -2.539 1.614 -5.688
H -3.737 -0.915 3.579
H -8.270 -2.372 -0.794
C 1.720 -6.606 0.394
C 0.643 -0.865 2.809
H 0.774 -7.231 -1.441
C 1.251 5.588 -2.293
C 2.664 -0.022 1.828
C 1.931 -4.708 -1.266
C 0.579 4.921 -1.281
C 3.408 -0.505 2.942
H 6.040 -1.345 -3.238
C -5.992 -1.061 -0.661
C 3.365 0.669 0.809
C 4.026 -1.598 -2.533
C -0.327 -5.563 -0.606
H -7.767 -3.639 0.338
H 2.461 -3.766 -1.386
H -2.632 -1.892 2.612
C -1.830 0.921 -5.253
H -3.275 0.150 -1.935
C -1.767 -0.387 -5.710
C -0.994 1.345 -4.231
C 5.084 -0.871 -3.058
N -0.209 -2.109 -0.522
C -6.488 -1.905 0.322
C -4.252 0.501 -1.596
C 1.013 2.807 -2.398
C 2.605 0.367 -2.625
C -7.837 -2.560 0.188
C -4.055 -0.569 0.673
C 2.807 -0.981 -2.309
H -0.988 -5.617 -1.476
C -0.507 2.808 -0.447
H 2.224 5.412 -4.194
H -1.068 2.356 -3.855
C -5.712 -2.124 1.454
P 0.914 0.986 -2.216
C -4.498 -1.475 1.644
H 4.168 -2.641 -2.275
H -4.032 -2.651 3.386
H 0.134 5.450 -0.449
H 3.286 -1.527 4.842
C 1.250 -0.230 1.747
C 1.747 4.882 -3.379
C 1.368 -1.320 3.930
H 5.234 1.357 0.057
H -6.065 -2.812 2.217
Ru 0.099 0.078 -0.068
C 0.168 -3.199 -0.622
C 0.434 3.545 -1.356
N 0.597 -4.428 -0.734
H -0.429 -1.036 2.808
H 1.830 -5.163 -2.256
H -6.565 -0.912 -1.571
C 4.809 -0.306 2.971
H 3.428 -6.196 -0.895
H 1.995 -1.530 -1.844
C 3.693 1.096 -3.097
C -3.682 -1.753 2.878
O -1.220 1.944 -1.090
H 1.354 6.665 -2.253
C -0.863 -1.271 -5.139
C -0.023 -0.851 -4.121
C -0.073 0.466 -3.664
C 1.638 3.499 -3.430
C -4.783 -0.392 -0.506
H 2.222 -7.549 0.608
H -8.522 -2.167 0.942
C 2.723 -1.162 3.990
C 5.452 0.342 1.955
H 5.746 1.064 -3.697
H 1.410 -6.179 1.351
H -4.928 0.530 -2.450
H 0.676 -1.551 -3.682
H -4.110 1.520 -1.226
H -0.158 -7.612 -0.002
*
```

The value obtained for the energy above the lowest of the compared OMol25 structures with the same formula, charge and spin is 0.0 kcal/mol. The value obtained for the gap between HOMO and LUMO (alpha / beta) is 6.9 / 6.6 eV. The LUMO energy (alpha / beta) comes out at 0.32 / -0.93 eV. The total energy is -2666.0371 a.u. The HOMO energy (alpha / beta) comes out at -6.581 / -7.518 eV.

***

No. 3
C44H43BaClIN8O8S | wB97M-V/def2-TZVPD

Structure (ORCA input):
```
! RIJCOSX wB97M-V def2-TZVPD def2/J DEFGRID3
* xyz -1 1
N -1.604 -8.888 -2.612
C -1.471 -2.790 2.991
H 5.268 2.849 4.134
Cl 6.241 0.745 5.478
N 2.896 1.736 -1.983
H 1.760 -1.406 -3.491
N -1.550 -1.554 2.475
C -2.165 3.507 -2.983
C 3.901 -0.536 -2.195
C -3.932 -1.678 2.617
Ba 0.194 -0.038 1.115
O -3.868 0.756 1.163
H -2.754 3.907 -3.799
N -0.878 -7.311 -0.984
C -1.052 -8.561 -1.430
C 2.283 2.808 -2.748
H -2.482 -8.133 -4.310
C -1.843 4.283 -1.927
C -3.294 8.484 -0.041
N 2.814 -1.348 -1.668
I 3.026 -3.696 3.888
H -2.008 1.516 -3.866
H -2.226 -5.745 -3.626
H -2.174 5.316 -1.904
S -0.648 -9.905 -0.272
H -1.209 8.153 0.390
C -1.895 -6.548 -2.979
C 3.055 0.550 2.971
O 0.448 -9.382 0.516
C 3.465 0.745 -2.880
H 2.811 -2.816 -3.213
N -1.174 5.560 0.838
C -2.587 -3.528 3.334
H -3.179 9.549 -0.202
C 2.695 -0.864 2.988
H -0.562 0.592 -2.106
C -4.882 3.743 0.517
H -0.731 5.826 1.698
C -1.060 3.760 -0.837
C -0.939 1.610 -2.054
C 4.892 0.157 4.526
C -2.803 0.392 1.679
H 1.287 -2.636 -2.311
H 1.825 3.532 -2.068
H -5.660 6.050 -0.041
H -1.917 -1.693 -1.548
C 3.491 -1.666 3.816
H 2.558 -2.937 -0.307
C -0.785 4.385 0.351
H 0.402 -5.620 0.200
O 0.262 1.956 -0.050
C -1.294 -6.319 -1.756
C -1.043 -4.942 -1.225
C 3.348 -2.283 -0.672
O -3.628 4.429 0.658
C 2.138 -2.088 -2.724
H 3.876 4.271 2.658
C 3.874 2.270 -1.050
H -4.735 -3.513 3.393
H 4.155 1.528 -0.300
C -4.683 6.510 0.045
C -2.191 7.703 0.290
H 4.503 -1.113 -2.913
H -5.600 4.107 1.256
H 3.010 3.345 -3.386
H -0.132 3.830 1.017
O -1.916 -10.015 0.433
O -0.313 -11.030 -1.115
C -0.104 -4.756 -0.217
H -4.668 2.694 0.673
H 4.147 -2.921 -1.091
C -0.524 2.411 -0.916
C 2.576 2.638 2.100
H -5.284 3.886 -0.490
H 2.716 0.520 -3.646
C -2.023 -7.874 -3.359
H 4.347 1.154 -3.406
O 1.706 -1.293 2.280
C -1.714 -3.824 -1.704
H 4.790 2.615 -1.559
C 4.563 -1.165 4.575
C 0.156 -3.475 0.233
O -1.696 1.040 1.740
H -2.477 -4.530 3.731
C -1.393 -2.580 -1.194
C -1.719 2.135 -3.022
C 4.151 1.052 3.715
C -3.583 5.736 0.398
H 3.751 -1.734 0.185
C -2.762 -1.009 2.300
H -5.399 8.467 -0.457
H 0.883 -3.295 1.032
H -0.466 -3.195 3.125
N 2.275 1.365 2.192
H 1.493 2.408 -3.390
C 4.434 2.431 3.586
C -3.840 -2.958 3.142
C -4.532 7.877 -0.178
N -0.459 -2.386 -0.257
C 3.662 3.217 2.780
H 1.941 3.233 1.446
H 5.141 -1.834 5.203
H -4.879 -1.188 2.437
C -2.322 6.343 0.483
H -2.498 -3.912 -2.447
H 3.441 3.118 -0.518
H 4.559 -0.287 -1.363
*
```

The value obtained for the energy above the lowest of the compared OMol25 structures with the same formula, charge and spin is 45.5 kcal/mol. The value obtained for the gap between HOMO and LUMO is 6.0 eV. The LUMO energy comes out at 0.65 eV. The total energy is -3924.1982 a.u. The HOMO energy comes out at -5.388 eV.